[1]
Formula: H34O17
Source: OMol25
Level of theory: ωB97M-V with the def2-TZVPD basis set

ORCA input file:
```
! RIJCOSX wB97M-V def2-TZVPD def2/J DEFGRID3
* xyz 0 1
O 10.16 -4.95 28.27
H 10.94 -4.54 28.64
H 10.23 -5.88 28.25
O 12.71 -9.79 26.79
H 12.53 -9.59 25.84
H 12.65 -8.87 27.13
O 12.15 -6.78 24.31
H 13.05 -6.58 24.48
H 11.79 -6.06 24.78
O 8.54 -11.41 26.07
H 7.75 -11.62 26.57
H 8.69 -10.46 26.02
O 9.28 -9.06 24.99
H 10.19 -9.17 24.80
H 8.83 -9.35 24.16
O 7.22 -7.58 23.35
H 8.18 -7.38 23.18
H 6.86 -7.38 22.47
O 10.59 -9.97 28.73
H 10.44 -9.61 27.88
H 11.47 -10.28 28.61
O 6.70 -6.21 28.20
H 6.29 -5.73 28.88
H 7.51 -6.64 28.43
O 5.97 -8.73 26.45
H 5.76 -7.81 26.32
H 6.83 -8.58 26.74
O 8.24 -5.13 23.39
H 7.64 -5.83 23.49
H 9.12 -5.45 23.64
O 9.52 -6.78 26.26
H 10.39 -6.99 26.62
H 9.32 -7.65 25.91
O 6.14 -6.08 25.38
H 6.83 -5.83 25.94
H 6.54 -6.72 24.81
O 11.94 -7.30 27.69
H 12.72 -6.73 27.47
H 12.00 -7.39 28.59
O 7.96 -9.05 28.07
H 8.42 -8.45 28.58
H 8.45 -9.83 28.38
O 11.23 -4.50 25.59
H 11.95 -3.96 25.89
H 10.68 -4.65 26.37
O 9.84 -7.33 22.85
H 10.30 -7.26 22.02
H 10.49 -7.41 23.56
O 8.11 -4.19 26.08
H 8.69 -4.91 25.99
H 7.62 -4.11 25.26
*
```

Properties
Energy above the lowest of the compared OMol25 structures with the same formula, charge and spin in kcal/mol: 70.7
Frontier orbital gap in eV: 8.400
HOMO level in eV: -9.46

[2]
Formula: C4H27NO11
Source: OMol25
Level of theory: ωB97M-V with the def2-TZVPD basis set

ORCA input file:
```
! RIJCOSX wB97M-V def2-TZVPD def2/J DEFGRID3
* xyz 0 1
C 2.53 -1.21 2.16
C 1.45 -2.28 1.57
C 0.64 -1.61 0.50
O 0.83 -0.55 -0.09
N -0.41 -2.39 -0.09
C -1.28 -3.17 0.75
O -2.11 -2.35 1.66
H 2.71 -1.64 3.16
H 3.34 -1.10 1.45
H 1.97 -0.25 2.23
H 0.74 -2.57 2.34
H 1.99 -3.19 1.30
H -0.88 -1.81 -0.81
H -1.93 -3.85 0.23
H -0.58 -3.70 1.41
H -2.57 -1.69 1.08
O 0.99 1.87 1.15
H 0.70 1.79 2.06
H 0.70 0.99 0.82
O -2.71 0.03 0.61
H -3.01 0.33 1.48
H -1.76 0.23 0.57
O -1.24 3.41 -3.35
H -1.92 2.93 -2.84
H -0.65 2.68 -3.57
O 2.91 3.19 0.50
H 2.14 2.79 0.94
H 3.34 2.34 0.33
O -1.96 -1.49 -2.71
H -2.91 -1.60 -2.68
H -1.70 -0.62 -3.03
O 2.38 2.60 -2.11
H 2.77 2.81 -1.23
H 2.22 3.48 -2.47
O -1.20 -0.31 3.07
H -1.52 -1.20 2.78
H -0.98 -0.48 3.99
O 0.60 0.96 -3.21
H 0.86 0.03 -3.13
H 1.18 1.44 -2.58
O -1.87 1.51 -1.74
H -1.17 2.06 -1.36
H -2.62 1.62 -1.15
*
```

Properties
Energy above the lowest of the compared OMol25 structures with the same formula, charge and spin in kcal/mol: 70.9
Frontier orbital gap in eV: 10.264
SMILES: CCC(=O)NCO.O.O.O.O.O.O.O.O.O
HOMO level in eV: -10.21

[3]
Formula: C2H9N2S
Source: OMol25
Level of theory: ωB97M-V with the def2-TZVPD basis set

ORCA input file:
```
! RIJCOSX wB97M-V def2-TZVPD def2/J DEFGRID3
* xyz 1 1
C 0.18 1.09 0.67
C -0.88 0.06 0.62
N 0.08 2.14 -0.30
N 0.74 -1.92 -0.38
S -2.02 0.02 -0.57
H 1.04 0.46 0.52
H 0.47 1.66 1.56
H -0.57 -0.69 1.39
H 0.54 3.02 -0.07
H -0.29 1.88 -1.17
H 1.52 -2.22 0.21
H 0.16 -2.68 -0.66
H 1.19 -1.47 -1.16
H -2.16 -1.35 -0.67
*
```

Properties
Energy above the lowest of the compared OMol25 structures with the same formula, charge and spin in kcal/mol: 66.1
Frontier orbital gap in eV: 7.555
HOMO level in eV: -13.52

[4]
Formula: C42H42BrGeN5OS3SeTl
Source: OMol25
Level of theory: ωB97M-V with the def2-TZVPD basis set

ORCA input file:
```
! RIJCOSX wB97M-V def2-TZVPD def2/J DEFGRID3
* xyz -2 2
Tl 1.30 1.41 -0.46
Br 0.62 -7.01 2.53
C 2.26 -6.08 2.24
C 2.40 -4.77 2.65
C 3.61 -4.11 2.44
C 4.70 -4.76 1.84
C 4.51 -6.08 1.42
C 3.31 -6.74 1.61
N 6.01 -4.25 1.79
N 6.29 -3.01 1.85
C 5.54 -1.96 1.39
C 5.88 -0.73 2.01
C 5.18 0.42 1.83
C 4.05 0.48 0.96
O 3.37 1.51 0.87
C 3.77 -0.74 0.16
N 2.77 -0.66 -0.74
C 2.50 -1.69 -1.51
C 3.26 -2.86 -1.48
C 4.27 -2.96 -0.57
C 4.52 -1.92 0.35
H 1.58 -4.25 3.12
H 3.70 -3.08 2.77
H 5.34 -6.58 0.94
H 3.18 -7.76 1.28
H 6.69 -0.77 2.72
H 5.44 1.32 2.38
H 1.66 -1.58 -2.18
H 3.05 -3.66 -2.17
H 4.89 -3.84 -0.56
C -0.76 -2.64 -5.38
Ge -2.50 -1.91 -4.89
C -3.28 -3.10 -3.55
C -3.66 -1.86 -6.48
C -2.38 -0.12 -4.16
Se -0.97 0.07 -2.82
C 0.44 0.52 -4.09
H -0.86 -3.70 -5.65
H -0.09 -2.57 -4.52
H -0.31 -2.11 -6.23
H -3.50 -4.08 -3.97
H -4.21 -2.67 -3.14
H -2.57 -3.22 -2.72
H -3.80 -2.86 -6.90
H -3.21 -1.22 -7.25
H -4.64 -1.45 -6.23
H -3.31 0.12 -3.64
H -2.22 0.64 -4.93
H 0.60 -0.30 -4.79
H 1.34 0.72 -3.53
H 0.15 1.43 -4.63
N 1.22 4.32 1.13
C 0.12 4.93 0.68
S 0.21 6.21 -0.40
N -1.03 4.46 1.26
C -2.34 4.44 0.72
C -3.40 4.30 1.60
C -4.70 4.20 1.13
C -4.97 4.23 -0.23
C -3.90 4.37 -1.12
C -2.60 4.46 -0.65
H 2.10 4.57 0.73
H 1.18 3.51 1.74
H -0.92 3.97 2.14
H -3.20 4.25 2.67
H -5.52 4.08 1.84
H -5.99 4.15 -0.60
H -4.08 4.38 -2.19
H -1.78 4.53 -1.35
S 1.02 -1.25 1.90
S 4.65 1.68 -2.66
C 3.13 1.95 -2.27
C -2.09 4.11 5.00
C -2.70 2.95 4.53
C -1.98 1.96 3.89
C -0.59 2.08 3.67
C 0.02 3.24 4.20
C -0.72 4.24 4.84
C 0.25 1.07 3.03
C -0.11 0.00 2.23
C -1.44 -0.11 1.52
C -2.02 -1.36 1.25
C -3.15 -1.47 0.44
C -3.72 -0.34 -0.12
C -3.17 0.91 0.15
C -2.05 1.01 0.96
H -2.67 4.89 5.48
H -3.77 2.81 4.69
H -2.48 1.05 3.56
H 1.10 3.35 4.11
H -0.21 5.12 5.22
H 1.31 1.11 3.28
H -1.55 -2.24 1.66
H -3.57 -2.45 0.25
H -4.59 -0.43 -0.77
H -3.60 1.81 -0.29
H -1.63 1.99 1.16
*
```

Properties
Energy above the lowest of the compared OMol25 structures with the same formula, charge and spin in kcal/mol: 0.0
Frontier orbital gap (spin up / spin down) in eV: 3.670 / 5.511
HOMO level (spin up / spin down) in eV: -0.11 / -1.95

[5]
Formula: C31H24Cl2N2O6Ti
Source: OMol25
Level of theory: ωB97M-V with the def2-TZVPD basis set

ORCA input file:
```
! RIJCOSX wB97M-V def2-TZVPD def2/J DEFGRID3
* xyz 0 1
Ti -0.29 -0.09 0.53
O 0.33 0.54 2.22
C 0.82 0.05 3.32
C 1.76 0.79 4.06
C 2.31 0.28 5.21
C 1.94 -0.99 5.69
C 1.01 -1.72 4.99
C 0.45 -1.22 3.80
C -0.56 -1.99 3.12
N -1.05 -1.72 1.97
C -2.13 -2.61 1.53
C -2.09 -2.62 0.02
N -2.01 -1.23 -0.38
C -3.13 -0.68 -0.78
C -3.25 0.69 -1.01
C -5.13 0.84 -2.89
C -4.04 2.91 -1.66
C -3.56 3.62 -0.60
C -2.63 2.93 0.15
C -2.43 1.56 -0.16
O -1.82 0.93 0.88
H 2.04 1.77 3.69
H 3.03 0.86 5.76
H 2.38 -1.38 6.60
H 0.69 -2.69 5.35
H -0.93 -2.86 3.66
H -2.02 -3.61 1.97
H -3.09 -2.19 1.85
H -1.20 -3.15 -0.34
H -2.97 -3.11 -0.39
H -3.95 -1.34 -1.07
H -5.95 0.40 -3.41
H -4.37 2.48 -3.59
H -3.93 4.61 -0.37
H -2.16 3.27 1.06
C 3.26 -2.56 1.45
C 2.50 -1.42 0.83
O 1.26 -1.54 0.80
C 3.19 -0.29 0.28
C 4.60 -0.31 0.15
C 5.28 0.70 -0.47
C 4.56 1.79 -0.99
C 3.19 1.85 -0.87
C 2.47 0.83 -0.21
O 1.19 0.97 -0.10
H 2.55 -3.25 1.91
H 3.96 -2.19 2.21
H 3.84 -3.09 0.69
H 5.15 -1.16 0.54
H 6.36 0.67 -0.56
H 5.08 2.59 -1.50
H 2.62 2.69 -1.27
Cl -1.12 1.61 -7.12
C -1.16 1.30 -5.42
C -2.28 1.68 -4.67
C -2.34 1.43 -3.33
Cl -3.93 1.56 -2.37
C -1.15 1.09 -2.60
O -0.91 1.25 -1.36
C -0.18 0.42 -3.41
C 0.65 -0.61 -2.82
O 0.57 -1.06 -1.68
C -0.16 0.59 -4.80
H -3.14 2.09 -5.20
H 1.36 -1.08 -3.52
H 0.64 0.14 -5.38
*
```

Properties
Energy above the lowest of the compared OMol25 structures with the same formula, charge and spin in kcal/mol: 490.0
Frontier orbital gap (spin up / spin down) in eV: 6.197 / 6.199
HOMO level (spin up / spin down) in eV: -6.82 / -6.82

[6]
Formula: C30H26CrF3N6O4S
Source: OMol25
Level of theory: ωB97M-V with the def2-TZVPD basis set

ORCA input file:
```
! RIJCOSX wB97M-V def2-TZVPD def2/J DEFGRID3
* xyz 0 4
Cr 0.19 0.31 0.38
C -5.67 -1.96 3.40
C -4.60 -0.93 3.22
C -4.50 -0.21 2.03
C -3.52 0.75 1.86
C -2.63 1.00 2.89
C -2.70 0.30 4.08
C -3.69 -0.66 4.24
S -1.37 2.22 2.68
O -1.98 3.52 2.68
O -0.35 1.94 3.66
N -0.74 1.91 1.23
C -0.85 2.64 0.08
C -1.63 3.78 -0.22
C -1.55 4.29 -1.49
C -0.73 3.70 -2.46
C 0.00 2.59 -2.09
N -0.04 2.09 -0.86
H -6.01 -2.36 2.44
H -6.54 -1.53 3.90
H -5.32 -2.80 4.02
H -5.19 -0.43 1.22
H -3.43 1.27 0.91
H -1.97 0.49 4.86
H -3.74 -1.22 5.17
H -2.25 4.21 0.54
H -2.13 5.17 -1.75
H -0.67 4.09 -3.46
H 0.63 2.08 -2.80
C 4.91 3.46 0.55
C 5.26 2.16 0.89
C 4.29 1.24 1.24
C 2.96 1.64 1.25
C 2.59 2.93 0.91
C 3.57 3.84 0.57
N 1.92 0.70 1.56
N 2.15 -0.06 2.52
C 1.12 -1.00 2.75
C 1.24 -1.83 3.86
C 0.23 -2.74 4.11
C -0.88 -2.79 3.26
C -0.97 -1.95 2.16
C 0.03 -1.04 1.87
H 5.67 4.18 0.28
H 6.30 1.86 0.87
H 4.54 0.22 1.51
H 1.55 3.21 0.95
H 3.30 4.86 0.32
H 2.11 -1.75 4.50
H 0.28 -3.40 4.97
H -1.68 -3.49 3.47
H -1.86 -2.00 1.53
C 1.15 -3.19 -0.28
C 1.80 -2.04 -0.95
N 1.54 -0.76 -0.80
C 2.40 -0.06 -1.62
C 3.19 -0.93 -2.29
N 2.80 -2.18 -1.84
H 0.07 -3.07 -0.32
H 1.45 -3.25 0.77
H 1.42 -4.12 -0.77
H 2.39 1.02 -1.66
H 3.98 -0.79 -3.01
H 3.17 -3.06 -2.15
F -3.94 -0.08 -1.46
C -3.26 -1.22 -1.65
F -3.54 -1.65 -2.89
F -3.75 -2.14 -0.79
C -1.74 -1.06 -1.42
O -0.98 -1.72 -2.10
O -1.49 -0.23 -0.47
*
```

Properties
Energy above the lowest of the compared OMol25 structures with the same formula, charge and spin in kcal/mol: 0.0
Frontier orbital gap (spin up / spin down) in eV: 7.772 / 7.656
HOMO level (spin up / spin down) in eV: -8.32 / -8.43

[7]
Formula: C3H6ORb
Source: OMol25
Level of theory: ωB97M-V with the def2-TZVPD basis set

ORCA input file:
```
! RIJCOSX wB97M-V def2-TZVPD def2/J DEFGRID3
* xyz 1 1
Rb -1.61 2.54 6.37
C 0.17 1.02 -1.01
C 0.13 -0.09 -0.05
O 0.11 0.15 1.18
C 0.22 -1.57 -0.53
H 0.93 1.79 -0.91
H -0.79 1.54 -1.06
H 0.30 0.49 -1.96
H 0.53 -2.27 0.25
H 0.79 -1.79 -1.43
H -0.79 -1.81 -0.85
*
```

Properties
Energy above the lowest of the compared OMol25 structures with the same formula, charge and spin in kcal/mol: 22.5
Frontier orbital gap in eV: 7.416
HOMO level in eV: -11.75

[8]
Formula: C29H51ClN5O8P
Source: OMol25
Level of theory: ωB97M-V with the def2-TZVPD basis set

ORCA input file:
```
! RIJCOSX wB97M-V def2-TZVPD def2/J DEFGRID3
* xyz 0 1
C 6.99 3.09 1.74
C 6.51 1.71 1.23
C 4.99 1.53 1.19
N 4.29 2.67 0.56
C 3.22 2.22 -0.32
N 2.36 1.29 0.38
Cl 1.71 1.89 1.86
C 2.51 3.40 -1.03
O 1.83 4.26 -0.17
C 3.58 4.27 -1.82
P 4.16 5.79 -1.00
O 5.17 6.38 -1.85
O 2.98 6.86 -0.86
O 4.86 5.52 0.43
O 1.68 2.86 -2.04
C 0.34 2.74 -1.68
C -0.25 1.54 -2.50
C -0.84 0.44 -1.62
O -0.18 -0.83 -1.92
C -0.43 -1.74 -0.96
O -0.65 -2.84 -1.26
O -0.38 3.91 -1.97
C -1.72 3.81 -1.52
C -2.23 5.12 -0.88
C -3.12 5.90 -1.85
C -2.93 4.80 0.46
C -4.41 4.32 0.34
C -5.29 5.29 1.17
C -4.61 2.92 0.99
H 7.62 3.03 2.62
H 6.17 3.79 1.87
H 7.62 3.53 0.96
H 6.88 0.97 1.94
H 6.96 1.43 0.28
H 4.62 1.36 2.20
H 4.79 0.58 0.66
H 5.01 3.14 0.03
H 3.69 1.63 -1.12
H 1.64 0.90 -0.22
H 2.29 4.31 0.68
H 4.43 3.64 -2.07
H 3.05 4.61 -2.71
H 3.42 7.72 -0.99
H 4.26 5.14 1.09
H 0.19 2.48 -0.63
H -0.93 1.88 -3.27
H 0.59 1.08 -3.03
H -0.71 0.62 -0.55
H -1.90 0.33 -1.87
H -0.37 -1.39 0.09
H -1.89 2.98 -0.83
H -2.33 3.64 -2.42
H -1.36 5.74 -0.64
H -3.65 6.69 -1.30
H -3.88 5.26 -2.29
H -2.51 6.33 -2.64
H -2.38 4.02 0.99
H -2.90 5.70 1.08
H -4.77 4.23 -0.68
H -6.34 5.20 0.90
H -5.20 4.98 2.21
H -4.97 6.32 1.05
H -5.56 2.89 1.53
H -3.83 2.67 1.71
H -4.71 2.15 0.22
C -1.37 -7.49 0.49
C -0.40 -6.84 1.30
C -0.09 -5.65 0.69
N -0.83 -5.56 -0.45
C -1.62 -6.67 -0.58
H -1.84 -8.44 0.68
H 0.02 -7.20 2.23
H 0.59 -4.87 0.98
H -0.80 -4.79 -1.10
H -2.28 -6.78 -1.42
C 1.57 -9.33 3.77
C 2.24 -10.09 4.77
C 1.31 -10.92 5.34
N 0.11 -10.68 4.73
C 0.26 -9.72 3.77
H 2.01 -8.58 3.12
H 3.28 -10.04 5.03
H 1.40 -11.65 6.12
H -0.75 -11.15 4.95
H -0.57 -9.40 3.17
C -5.37 -5.11 -2.97
C -5.60 -3.77 -2.57
C -4.38 -3.17 -2.42
N -3.42 -4.10 -2.72
C -4.02 -5.28 -3.07
H -6.12 -5.86 -3.18
H -6.56 -3.30 -2.40
H -4.11 -2.17 -2.13
H -2.43 -3.93 -2.70
H -3.43 -6.14 -3.34
*
```

Properties
Frontier orbital gap in eV: 8.119
SMILES: CCCN[C@@H](NCl)[C@@](O)(CP(=O)(O)O)O[C@H](CCOC=O)OC[C@@H](C)CC(C)C.c1cc[nH]c1.c1cc[nH]c1.c1cc[nH]c1
HOMO level in eV: -8.00

[9]
Formula: C13H18KN5O7
Source: OMol25
Level of theory: ωB97M-V with the def2-TZVPD basis set

ORCA input file:
```
! RIJCOSX wB97M-V def2-TZVPD def2/J DEFGRID3
* xyz 0 1
K -1.46 0.01 2.01
N -1.69 -3.45 -3.18
C -1.07 -2.25 -2.45
C -1.55 -0.98 -3.18
C -1.43 0.18 -2.19
N -0.08 0.14 -1.66
C -2.47 -0.01 -1.07
C -2.75 -1.49 -0.75
N -3.17 -1.64 0.64
C -1.48 -2.32 -0.98
H -1.51 -3.40 -4.19
H -2.70 -3.45 -3.04
H -1.31 -4.33 -2.82
H 0.00 -2.38 -2.55
H -2.58 -1.10 -3.52
H -0.92 -0.80 -4.06
H -1.67 1.12 -2.72
H 0.05 0.73 -0.83
H 0.58 0.49 -2.34
H -3.41 0.48 -1.34
H -2.08 0.48 -0.18
H -3.53 -1.85 -1.44
H -3.22 -2.62 0.92
H -4.08 -1.23 0.80
H -1.62 -3.36 -0.66
H -0.67 -1.90 -0.40
O -0.47 0.80 3.99
C 0.48 0.23 3.40
O 0.47 -0.96 3.00
C 1.60 1.11 2.89
C 2.66 1.51 3.63
C 3.65 2.33 3.06
C 3.56 2.74 1.76
C 2.47 2.34 1.00
C 1.39 1.57 1.53
O 0.29 1.34 0.93
N 2.45 2.81 -0.37
O 1.90 2.12 -1.22
O 3.06 3.83 -0.65
N 4.79 2.74 3.85
O 5.62 3.48 3.34
O 4.82 2.41 5.03
H 2.78 1.18 4.66
H 4.32 3.36 1.33
*
```

Properties
Frontier orbital gap in eV: 5.036
HOMO level in eV: -6.86

Number 1: calculated total energy -35358.9466 eV. Number 2: calculated total energy -28599.1352 eV. Number 3: calculated total energy -16026.5423 eV. Number 4: calculated total energy -282836.8002 eV. Number 5: calculated total energy -95945.6722 eV. Number 6: calculated total energy -96074.6888 eV. Number 7: calculated total energy -5905.1221 eV. Number 8: calculated total energy -76541.0477 eV. Number 9: calculated total energy -51875.3355 eV.